80
Properties=species:S:1:pos:R:3:forces:R:3 method="wB97M-V/def2-TZVPD" e_homo_ev=-3.94 charge=-1 e_tot_ha=-2544.14632 fmax_ha_per_bohr=0.179 e_lumo_ev=0.08 homo_lumo_gap_ev=4.0
C 1.6593 -0.7392 -5.0967 -0.002 -0.029 1.188
C 2.1149 0.5848 -5.9539 0.372 -0.085 -0.559
N 1.9312 0.4312 -7.4698 -0.560 1.287 1.173
In -0.0891 -0.3002 -7.8431 0.101 -0.542 -0.190
C -1.3495 0.4908 -6.1291 -0.157 0.800 1.213
C -2.7917 1.1306 -6.5740 0.504 -1.846 1.500
C -3.9780 0.2043 -5.9016 -1.034 -0.301 0.268
Cl -2.9002 2.8003 -5.6941 -0.237 -0.504 -0.865
H 0.6435 -0.5917 -4.4900 2.178 -0.175 -1.451
H 2.4817 -0.9519 -4.2587 -1.696 0.395 -1.753
H 1.5329 -1.7183 -5.7269 0.379 2.050 0.920
H 1.5174 1.5446 -5.6516 1.205 -1.789 0.197
H 3.2738 0.7383 -5.7682 -2.196 -0.090 -0.035
H 1.8673 1.4342 -7.8112 0.296 -1.464 0.416
H 0.0674 -2.1235 -7.8025 -0.174 0.465 0.039
H -0.6784 0.1968 -9.4824 0.083 0.077 0.394
H -1.4357 -0.3979 -5.3401 -0.311 2.015 -1.630
H -0.7255 1.3358 -5.5620 -1.339 -1.814 -1.343
H -2.9154 1.3162 -7.7264 0.204 -0.244 2.458
H -4.8310 -0.0653 -6.6653 1.669 0.539 1.322
H -4.5253 0.7630 -5.0001 1.387 -1.066 -2.040
H -3.5729 -0.8190 -5.4473 -0.642 2.318 -1.217
O 1.5339 -1.8208 -0.9354 2.763 2.433 -2.921
P 2.9587 -1.9251 -0.3387 -4.954 -5.291 5.535
N 2.9992 -3.6448 -0.5244 0.344 -1.380 -0.923
C 3.6684 -4.6112 0.3370 0.385 0.072 0.291
C 3.2178 -4.0717 -1.9046 -0.493 0.302 -0.606
N 2.3381 -1.5441 1.2448 -0.158 1.084 1.341
C 2.0212 -2.5590 2.2401 0.505 -0.067 -0.007
C 1.2328 -0.5661 1.2640 -0.021 0.014 -0.467
N 4.5968 -2.0450 0.3474 1.255 3.034 -1.455
C 4.9799 -1.3097 1.5642 -0.217 0.262 0.528
C 5.5324 -1.5689 -0.6976 0.488 -0.382 -0.466
H 4.7621 -4.5583 0.2734 0.071 -0.040 0.022
H 3.3822 -5.6360 0.0670 -0.141 0.280 -0.318
H 3.3842 -4.5297 1.3833 0.070 0.291 -0.083
H 4.2695 -3.9531 -2.2056 0.049 -0.212 -0.025
H 2.6122 -3.4847 -2.6036 0.038 0.040 0.200
H 2.9386 -5.1193 -2.0615 0.038 0.100 0.210
H 1.2775 -3.2778 1.8733 0.007 -0.099 0.029
H 1.6289 -2.1029 3.1580 -0.088 0.210 -0.318
H 2.9091 -3.0922 2.5788 0.045 -0.165 -0.161
H 0.2708 -1.0444 1.0266 0.119 0.215 -0.012
H 1.4015 0.2404 0.5426 -0.086 -0.246 0.061
H 1.1354 -0.0931 2.2452 0.196 -0.212 0.091
H 4.6822 -0.2565 1.5181 0.069 -0.124 0.167
H 6.0657 -1.3448 1.7200 -0.023 -0.113 -0.514
H 4.5677 -1.7628 2.4673 -0.294 0.116 -0.285
H 5.3931 -0.4964 -0.8829 0.276 -0.068 0.015
H 5.3663 -2.0889 -1.6446 -0.135 -0.029 0.009
H 6.5754 -1.7473 -0.4165 -0.173 0.000 0.061
O -1.4655 0.9048 3.0735 -1.530 -4.037 1.969
P -2.5233 1.3764 4.1010 2.313 7.890 -4.096
N -3.5200 2.0805 2.8745 -1.170 -0.236 -1.043
C -4.3612 3.2649 2.9913 -0.251 0.247 0.393
C -4.2692 1.0926 2.1013 0.387 -0.619 -0.395
N -1.4229 2.5892 4.6976 1.178 0.544 1.262
C -1.4598 3.9789 4.2634 -0.445 0.088 0.189
C -0.0032 2.1864 4.7232 -0.189 -0.409 -0.246
N -3.7395 1.9186 5.2822 0.322 -2.901 2.176
C -3.3526 2.5702 6.5447 0.419 0.365 0.310
C -4.5024 0.7165 5.6906 -0.727 -0.224 -0.184
H -5.2325 3.1106 3.6393 -0.060 0.030 0.015
H -4.7442 3.5680 2.0082 0.203 -0.413 -0.012
H -3.8266 4.1437 3.3435 0.074 -0.231 0.189
H -5.1309 0.7037 2.6643 -0.166 0.091 -0.112
H -3.6414 0.2352 1.8360 0.050 0.171 0.119
H -4.6418 1.5041 1.1570 0.095 0.112 0.201
H -1.3339 4.0749 3.1775 -0.060 0.067 -0.023
H -0.6700 4.5656 4.7500 0.082 -0.364 -0.046
H -2.3770 4.4802 4.5710 -0.136 -0.073 -0.159
H 0.4596 2.2871 3.7301 0.000 -0.135 0.151
H 0.1106 1.1475 5.0502 -0.041 0.175 -0.176
H 0.5731 2.7994 5.4219 -0.288 0.182 0.073
H -2.5616 2.0195 7.0653 -0.084 0.198 0.030
H -4.2097 2.6498 7.2254 -0.158 -0.380 -0.322
H -3.0357 3.6037 6.3955 0.221 -0.292 -0.220
H -3.8640 0.0256 6.2554 -0.252 0.034 0.139
H -4.8823 0.1741 4.8209 0.087 0.044 -0.105
H -5.3702 0.9790 6.3044 0.163 0.060 -0.080



76
Properties=species:S:1:pos:R:3:forces:R:3 method="wB97M-V/def2-TZVPD" e_homo_ev="-11.66 / -11.66" charge=+1 spin_multiplicity=2 e_tot_ha=-1313.40793 fmax_ha_per_bohr=0.074 e_lumo_ev="-3.04 / -8.86" homo_lumo_gap_ev="8.6 / 2.8" e_above_lowest_kcal_mol=30.2 s2=0.757
C -0.5910 2.3898 2.4904 -0.446 0.716 -1.308
C -0.6964 3.9045 2.0905 -2.899 -0.194 -0.225
C -1.9126 4.4517 2.8347 -0.571 0.400 1.261
O 0.4218 4.6734 2.4021 1.129 -1.011 0.685
H 0.2200 1.8500 2.0014 0.293 0.118 0.158
H -1.4975 1.8892 2.1501 -0.171 0.047 -0.094
H -0.6158 2.2440 3.5704 0.404 0.287 0.109
H -0.9312 4.1587 1.0570 0.258 -0.967 -0.553
H -1.8384 5.5270 2.9970 0.281 0.033 -0.163
H -1.9720 3.9981 3.8241 0.144 0.081 0.274
H -2.9232 4.3017 2.4547 0.265 -0.401 -0.709
H 0.8204 4.0041 2.9631 1.210 0.857 0.583
C -4.2817 0.4700 1.4303 -0.940 0.013 -2.806
C -5.0956 1.0770 2.5591 -0.522 -1.940 -1.559
C -6.2215 0.1405 3.0665 0.201 -0.599 -0.083
O -4.0827 1.3030 3.4450 1.340 1.415 3.251
H -3.5287 1.1362 1.0093 0.468 0.212 0.884
H -4.7986 0.3244 0.4818 -0.881 -0.389 0.003
H -3.8484 -0.5091 1.6344 0.072 0.138 0.512
H -5.5329 2.0431 2.3072 0.115 0.011 -0.111
H -6.3777 0.2162 4.1426 -0.373 0.664 -0.072
H -6.0491 -0.9300 2.9553 0.974 -0.162 -0.213
H -7.1410 0.1890 2.4831 -0.153 0.812 0.262
H -3.8285 0.5145 3.9301 -0.240 -0.172 -0.082
C -5.0597 -3.1088 -2.7437 0.647 -0.683 0.494
C -3.7299 -2.8924 -3.4974 -0.874 0.396 -0.665
C -2.5129 -2.7129 -2.5930 -0.801 -0.026 0.202
O -3.5636 -3.9869 -4.3435 -0.011 -1.721 -0.667
H -5.1960 -4.1889 -2.6884 0.255 -0.149 0.543
H -6.0175 -2.8073 -3.1676 0.478 0.670 -0.494
H -4.9443 -2.6718 -1.7518 -0.348 -0.154 0.133
H -3.9102 -2.0658 -4.1846 0.494 0.806 0.383
H -2.3775 -3.5475 -1.9051 -0.516 -0.130 0.153
H -2.7435 -1.8163 -2.0178 0.773 0.169 0.149
H -1.5646 -2.7182 -3.1305 -0.116 0.670 -0.292
H -2.9363 -3.8052 -5.0472 0.039 0.171 0.072
O -1.1319 -0.3090 -0.0269 -0.529 -0.050 0.192
H -0.8093 -0.0480 -0.8895 0.132 0.062 -0.356
H -0.3436 -0.3884 0.5102 0.116 0.120 -0.425
O 0.0318 2.0574 -1.5422 0.193 -0.338 -0.041
H 0.6353 2.7809 -1.3730 0.132 0.291 -0.136
H -0.6224 2.1228 -0.8465 -0.358 0.073 0.260
C 6.6227 -1.3005 -3.3175 0.944 -0.174 -1.061
C 5.2953 -0.7312 -3.0263 0.280 0.420 -0.233
C 4.1571 -1.6904 -3.3469 0.892 1.396 0.609
O 3.0103 -0.8956 -3.1306 -1.113 -0.195 0.112
C 1.8844 -1.7071 -2.8664 -0.586 -0.935 -0.731
N 5.3350 -0.3945 -1.6102 -1.202 0.585 0.482
H 6.6998 -1.3842 -4.4015 0.268 -0.925 -0.006
H 6.7051 -2.2137 -2.7281 0.238 -0.485 -0.558
H 7.4886 -0.7014 -3.0356 -0.391 0.399 0.246
H 5.0489 0.1473 -3.6227 0.403 0.337 0.136
H 4.1952 -2.4582 -2.5741 -0.062 -0.733 -0.335
H 4.3040 -2.0407 -4.3686 -0.550 -0.395 -0.033
H 2.1825 -2.5306 -2.2174 -0.222 -0.030 0.369
H 1.4829 -2.1750 -3.7653 0.445 -0.258 -0.498
H 0.9612 -1.2427 -2.5198 0.653 0.919 0.591
H 5.1101 -1.2832 -1.1863 0.269 -0.466 0.635
H 4.4598 0.0993 -1.5087 -0.368 0.510 0.486
C 3.0087 1.8261 0.9089 -0.033 -0.760 -2.363
C 3.3496 0.7506 1.9378 -0.588 3.365 1.098
C 2.6585 -0.6033 1.4906 -2.246 -1.872 0.076
O 1.2329 -0.4775 1.3945 1.994 -0.153 0.949
C 0.4854 -0.8724 2.5829 0.382 -0.308 0.161
N 4.7335 0.5894 2.0712 -0.463 -2.293 -1.152
H 3.6278 2.7199 0.8315 0.194 -0.285 0.574
H 1.9691 2.1191 0.7619 -0.171 -0.144 1.162
H 3.1005 1.2721 -0.0253 0.538 0.361 -0.665
H 2.9345 1.1248 2.8736 -0.120 -0.843 0.477
H 2.9446 -1.3625 2.2185 -0.249 0.005 0.290
H 2.9977 -0.9765 0.5243 0.217 0.729 -0.244
H 0.8869 -0.3348 3.4419 -0.304 0.131 0.050
H 0.5640 -1.9432 2.7707 0.473 -0.109 -0.199
H -0.5817 -0.7151 2.4261 0.242 0.608 -0.131
H 5.1123 0.1760 1.2312 0.744 0.971 -1.260
H 5.1310 -0.0514 2.7431 -0.171 0.479 1.457